86
Properties=species:S:1:pos:R:3 method="wB97M-V/def2-TZVPD" total_charge=0 smiles=COC[C@H](C)N.COC[C@H](C)N.COC[C@H](C)N.COC[C@H](C)N.CCO.CCO homo_energy_ev=-8.68 e_above_lowest_ev=4.294 total_energy_ev=-39887.3925 lumo_ev=0.6105 orbital_gap_ev=9.29 multiplicity=1
C -27.28760 -10.76026 16.06659
O -26.91815 -10.75784 14.66301
C -25.74723 -11.57379 14.46814
C -25.49464 -11.81152 12.91190
C -26.78569 -12.36854 12.27456
N -24.35731 -12.67834 12.62291
H -27.25044 -11.75352 16.51399
H -28.33862 -10.48002 16.13686
H -26.75302 -10.01136 16.65096
H -24.90232 -11.06259 14.92957
H -25.91256 -12.51932 14.98461
H -25.40626 -10.83141 12.44322
H -27.05221 -13.27990 12.80981
H -26.69371 -12.65991 11.22825
H -27.60554 -11.68694 12.50114
H -24.11546 -12.67779 11.64229
H -24.48706 -13.63066 12.93330
C -20.61822 -7.46085 19.79663
O -20.83959 -7.63135 21.17967
C -21.46166 -6.56602 21.83535
C -21.83172 -7.00065 23.26873
C -22.68597 -6.01408 24.00733
N -20.58696 -7.08799 23.93859
H -20.20799 -6.45148 19.76535
H -21.50267 -7.38161 19.16451
H -20.04069 -8.30921 19.42942
H -20.85258 -5.66423 21.77306
H -22.48111 -6.37881 21.49808
H -22.28745 -7.97035 23.06847
H -23.73261 -6.05579 23.70584
H -22.36229 -4.97384 23.97226
H -22.80920 -6.19328 25.07541
H -19.86761 -7.49218 23.35614
H -20.12551 -6.19309 23.85922
C -14.37389 -12.72409 26.68541
O -15.60983 -12.19370 26.73723
C -16.41388 -12.09374 25.55268
C -17.70988 -12.82359 25.77220
C -17.40850 -14.36692 25.79173
N -18.75154 -12.60531 24.80792
H -13.73824 -11.96595 26.22795
H -14.31058 -13.56135 25.99036
H -14.04362 -12.97145 27.69429
H -16.49034 -11.03685 25.29726
H -16.04629 -12.63225 24.67919
H -18.14093 -12.60889 26.75006
H -16.81462 -14.66575 24.92795
H -18.35967 -14.89905 25.80635
H -16.89297 -14.61541 26.71940
H -19.63435 -13.01449 25.07871
H -18.84738 -11.66254 24.45850
C -33.68932 -2.02553 22.73094
O -33.57274 -3.48749 22.71633
C -33.69727 -4.03246 24.02521
C -32.26328 -3.74972 24.64002
C -31.15541 -4.43699 23.79724
N -32.05331 -4.44850 25.87517
H -32.74605 -1.66014 23.13694
H -34.53491 -1.59408 23.26660
H -33.64839 -1.76331 21.67374
H -34.48617 -3.57305 24.62076
H -33.72193 -5.10993 24.18814
H -32.09960 -2.68223 24.78760
H -30.18632 -4.39069 24.29404
H -31.10241 -3.89406 22.85356
H -31.37389 -5.48086 23.57205
H -32.28706 -5.42051 25.73142
H -31.10562 -4.43713 26.22424
C -25.26515 1.39438 23.07507
C -24.03712 0.63422 23.54356
O -23.44716 -0.12651 22.49166
H -25.07353 1.90371 22.13063
H -25.62694 2.18219 23.73580
H -26.11935 0.74754 22.87495
H -24.25568 0.03540 24.42772
H -23.28747 1.33554 23.90999
H -23.11044 0.55920 21.91027
C -16.97575 -13.74034 19.41473
C -17.21206 -15.17064 20.01895
O -18.58594 -15.26045 20.41675
H -16.05177 -13.59910 18.85400
H -17.04716 -13.01777 20.22769
H -17.73027 -13.49035 18.66888
H -16.48101 -15.55432 20.73060
H -17.22514 -15.93177 19.23882
H -18.70887 -14.54617 21.04628

=====

88
Properties=species:S:1:pos:R:3 method="wB97M-V/def2-TZVPD" total_charge=+1 homo_energy_ev=-11.53 e_above_lowest_ev=1.196 total_energy_ev=-42212.4191 lumo_ev=-4.4047 orbital_gap_ev=7.13 multiplicity=1
Sr 19.34281 2.97023 3.60132
O 18.31713 5.14375 3.02610
H 17.85441 5.82735 2.54886
C 14.66999 6.84530 4.04226
C 14.49391 6.25711 2.65167
C 14.87248 7.36990 1.65518
O 14.96058 6.91331 0.32116
C 13.70817 6.73715 -0.30499
N 15.33254 5.06378 2.42900
H 15.68364 7.22757 4.18392
H 14.50294 6.11584 4.84204
H 13.93232 7.61592 4.27260
H 13.46278 5.92649 2.50981
H 15.89945 7.66968 1.88330
H 14.18673 8.21729 1.75114
H 13.76249 6.79443 -1.38978
H 12.98971 7.50189 0.00866
H 13.25462 5.77599 -0.04245
H 15.58686 5.19232 1.44339
H 16.25177 5.10803 2.88267
C 16.58700 5.69031 7.99343
C 17.36942 6.16321 6.76933
C 18.71507 6.73688 7.17831
O 18.49902 7.88759 7.93420
C 19.75606 8.46546 8.31819
N 17.50402 5.03106 5.83449
H 15.59120 5.31569 7.75674
H 16.51770 6.54215 8.66840
H 17.12364 4.85606 8.45436
H 16.69865 6.87222 6.27275
H 19.29073 6.99058 6.27800
H 19.25558 5.92277 7.68391
H 20.32193 7.66378 8.80896
H 19.64142 9.29432 9.00476
H 20.28834 8.70447 7.39264
H 17.74390 5.24684 4.85622
H 16.57791 4.67147 5.59417
C 18.88775 5.29962 -1.21710
C 17.91946 4.15438 -0.91306
C 18.13778 2.96345 -1.84026
O 17.85551 3.21544 -3.19406
C 16.48227 3.38792 -3.54073
N 18.15235 3.74798 0.47354
H 18.78132 5.62001 -2.25260
H 19.92264 4.98989 -1.07329
H 18.61061 6.09986 -0.52880
H 16.89821 4.53958 -1.00530
H 17.56815 2.07311 -1.53722
H 19.18270 2.64888 -1.79837
H 16.47678 4.09497 -4.36743
H 15.94596 3.89393 -2.73392
H 16.05998 2.41764 -3.79343
H 18.19812 4.51358 1.14626
H 17.34832 3.26699 0.88344
C 22.47537 5.82579 6.21691
C 21.97949 4.54011 5.55593
C 22.14651 3.34286 6.46663
O 23.50128 3.14608 6.74836
C 23.72939 2.04832 7.61915
N 20.54576 4.70544 5.21759
H 22.03213 5.96854 7.20645
H 22.31868 6.68386 5.56454
H 23.55051 5.81641 6.41696
H 22.56038 4.46083 4.63248
H 21.77140 2.42301 5.97960
H 21.57188 3.53643 7.38310
H 23.55792 1.10810 7.07962
H 22.96946 2.00676 8.40847
H 24.73324 2.15492 8.00944
H 19.98648 4.75795 6.06822
H 20.44006 5.64612 4.81687
C 21.49217 6.71740 1.51423
C 20.88218 7.83530 2.35103
C 19.83503 8.64152 1.60314
O 19.45434 9.74871 2.40464
C 18.51932 10.57534 1.73813
N 20.30550 7.26039 3.58524
H 21.96903 7.12888 0.62317
H 20.68848 6.07864 1.14253
H 22.22294 6.17535 2.11068
H 21.62226 8.59782 2.61521
H 18.91709 8.06277 1.42335
H 20.28881 8.97232 0.66027
H 18.42572 11.46578 2.35727
H 17.54595 10.08762 1.63048
H 18.86804 10.87684 0.74617
H 19.63080 6.52048 3.31794
H 19.67080 7.97559 3.94798

=====

94
Properties=species:S:1:pos:R:3 method="wB97M-V/def2-TZVPD" total_charge=0 smiles="COCCNCCOC.COCCNCCOC.COCCNCCOC.NC(N)=O.NC(N)=O.O.O" homo_energy_ev=-8.29 e_above_lowest_ev=2.861 total_energy_ev=-52565.3380 lumo_ev=0.2836 orbital_gap_ev=8.57 multiplicity=1
C 0.10482 5.02692 -1.07227
O -0.42132 3.93030 -0.21714
C -1.10265 4.35862 0.90385
C -1.34601 3.17963 1.88502
N -0.14285 2.73761 2.66567
C -0.28186 1.31067 3.03006
C 0.99536 0.64533 3.70048
O 2.04935 0.49634 2.76828
C 3.30356 0.24363 3.41098
H -0.67200 5.77131 -1.24697
H 0.56880 4.69788 -2.00209
H 0.84269 5.52168 -0.44072
H -2.00918 4.84463 0.54315
H -0.39847 5.08024 1.31798
H -1.86727 2.37815 1.36156
H -2.09940 3.40906 2.63858
H 0.67708 2.95740 2.11839
H -0.48413 0.77493 2.10260
H -1.18729 1.21665 3.62961
H 0.62735 -0.30673 4.08290
H 1.36045 1.17856 4.57824
H 3.22958 -0.72301 3.90922
H 3.59774 0.96465 4.17366
H 4.21727 0.24659 2.81666
C 0.66353 -1.18888 -2.33962
O -0.09010 -0.34280 -3.15886
C -0.42824 0.90540 -2.47799
C -1.72454 1.52691 -2.88331
N -2.91199 0.74948 -2.59086
C -4.14781 1.46208 -2.96115
C -5.27950 0.44335 -3.06394
O -4.87931 -0.75581 -3.59826
C -5.89318 -1.77798 -3.68772
H 0.01604 -1.71697 -1.63963
H 1.45582 -0.71327 -1.76155
H 1.16954 -1.80448 -3.08332
H 0.38687 1.62526 -2.55210
H -0.38744 0.73504 -1.40216
H -1.66013 1.75631 -3.94695
H -1.87006 2.48109 -2.37688
H -2.95569 -0.13986 -3.06758
H -4.06012 1.82887 -3.98383
H -4.37283 2.29588 -2.29613
H -6.01009 0.85268 -3.76164
H -5.88119 0.30623 -2.16546
H -6.40454 -1.95500 -2.74152
H -5.78985 -2.81825 -3.99638
H -6.61941 -1.36807 -4.38961
C -4.91886 -5.73706 2.00505
O -3.69850 -6.30169 2.17962
C -2.61037 -6.00448 1.27482
C -1.21759 -6.43862 1.75604
N -0.55727 -5.35880 2.50118
C 0.92532 -5.32601 2.19613
C 1.46314 -4.00560 2.65164
O 0.59661 -2.91526 2.23591
C 0.90854 -2.28717 1.00947
H -5.62328 -6.34553 2.57220
H -5.26994 -5.78055 0.97406
H -4.97499 -4.69832 2.33059
H -2.65511 -4.92874 1.10492
H -2.81454 -6.65438 0.42390
H -0.57572 -6.67824 0.90828
H -1.46730 -7.34612 2.30575
H -0.88714 -4.46770 2.15882
H 1.17557 -5.49396 1.14862
H 1.39717 -6.15654 2.72119
H 2.46030 -3.78154 2.27276
H 1.56096 -4.06961 3.73536
H 1.88275 -1.79881 1.03236
H 0.14120 -1.52478 0.87515
H 0.83606 -2.90736 0.11604
N 3.97428 7.01142 -1.50897
C 3.61990 5.86134 -2.03105
N 3.38303 5.04149 -1.08932
O 3.65575 5.65570 -3.21090
H 3.89926 7.11955 -0.50758
H 4.25902 7.80286 -2.06812
H 3.18043 4.08995 -1.36064
H 3.56359 5.35698 -0.14700
N 1.69264 1.92340 0.32744
C 2.50733 1.64973 -0.67823
N 3.21628 0.63960 -0.36119
O 2.52845 2.30016 -1.71149
H 1.67515 1.29199 1.11555
H 0.95836 2.60294 0.18903
H 3.88046 0.32787 -1.05531
H 3.15915 -0.01021 0.40990
O 5.79611 0.18373 -1.62570
H 6.22876 1.00558 -1.39415
H 5.67189 0.23660 -2.57333
O 4.95705 -1.67001 0.37147
H 4.87702 -2.56352 0.03759
H 5.35169 -1.17897 -0.34922

=====

87
Properties=species:S:1:pos:R:3 method="wB97M-V/def2-TZVPD" total_charge=0 smiles=COCCNCCOC.CCO.CCO.CCO.CCO.CCO.CCO.CCO homo_energy_ev=-9.46 e_above_lowest_ev=0.000 total_energy_ev=-41579.2512 lumo_ev=0.4327 orbital_gap_ev=9.89 multiplicity=1
C 1.74872 -3.62423 1.98224
O 0.44978 -3.68496 1.54182
C -0.49430 -3.55100 2.59449
C -1.85405 -3.72831 2.01331
N -2.26492 -2.60369 1.16576
C -3.57955 -2.79346 0.59255
C -3.75931 -1.97315 -0.62890
O -2.89108 -2.53414 -1.57343
C -2.92737 -1.84920 -2.78080
H 2.38093 -3.55823 1.10110
H 2.03169 -4.51937 2.55062
H 1.93759 -2.73217 2.59730
H -0.43494 -2.54938 3.07276
H -0.34135 -4.29125 3.40594
H -2.57446 -3.81192 2.82349
H -1.83133 -4.63825 1.39572
H -1.63057 -2.55945 0.36523
H -4.35652 -2.45681 1.28352
H -3.76338 -3.82937 0.27834
H -3.51704 -0.91734 -0.46025
H -4.80739 -2.06430 -0.97377
H -2.16166 -2.23817 -3.44470
H -2.81542 -0.77162 -2.63685
H -3.89429 -2.06631 -3.27426
C 1.11736 -1.30155 -3.30928
C 1.82008 -2.40297 -4.09871
O 2.63222 -3.19413 -3.23589
H 0.59464 -1.78831 -2.47011
H 0.39635 -0.76704 -3.92203
H 1.81753 -0.61828 -2.81973
H 2.45684 -2.00599 -4.89574
H 1.07256 -3.04061 -4.59127
H 2.15857 -4.00489 -3.03842
C 4.79494 -1.26045 2.67748
C 5.00677 -1.72166 1.23693
O 6.22205 -2.48575 1.15516
H 5.64693 -0.65660 2.98576
H 4.64904 -2.09539 3.36632
H 3.89606 -0.64379 2.75870
H 5.02151 -0.79041 0.64207
H 4.14148 -2.29950 0.88296
H 6.25744 -2.93519 0.29911
C 0.69590 0.65877 0.82669
C -0.43425 0.41103 -0.10510
O -0.76189 1.60963 -0.79966
H 0.48125 1.42438 1.57844
H 1.58406 0.96629 0.27585
H 0.90521 -0.27293 1.35279
H -1.32065 -0.02292 0.37240
H -0.04972 -0.36036 -0.80152
H -1.59262 1.50396 -1.30249
C -2.57492 1.26607 4.32653
C -2.04645 0.55914 3.13540
O -3.14760 -0.14495 2.52862
H -1.81326 1.86685 4.83077
H -2.97080 0.54131 5.03905
H -3.39523 1.92675 4.03535
H -1.25006 -0.12914 3.46955
H -1.62251 1.25142 2.39358
H -2.76831 -0.84283 1.91846
C 0.93890 6.10843 0.84342
C 0.99014 4.70436 0.29316
O -0.33016 4.30910 0.00260
H 0.34812 6.10679 1.75846
H 0.41794 6.76211 0.13327
H 1.92809 6.52724 1.01682
H 1.38598 4.07926 1.10648
H 1.57466 4.66991 -0.61999
H -0.29748 3.35053 -0.24781
C 2.77723 2.78059 -2.31893
C 3.91265 2.54213 -3.31907
O 4.95558 3.51423 -3.02758
H 3.18521 2.94636 -1.32481
H 1.99060 2.03479 -2.37118
H 2.29289 3.73166 -2.60202
H 3.55095 2.66966 -4.35140
H 4.29344 1.50777 -3.23273
H 5.81395 3.13545 -3.21984
C -4.27925 1.95070 0.01549
C -3.84344 2.58588 -1.26086
O -3.28166 1.58222 -2.13145
H -3.48604 1.35070 0.45230
H -5.13704 1.29792 -0.16462
H -4.58214 2.73240 0.71160
H -3.07257 3.34243 -1.06730
H -4.67274 3.09909 -1.75334
H -3.64413 1.72439 -3.00993

=====

93
Properties=species:S:1:pos:R:3 method="wB97M-V/def2-TZVPD" total_charge=0 smiles=CC(C)O.CC(C)O.OCCO.OCCO.OCCO.OCCO.OCCO.OCCO.CCO homo_energy_ev=-9.80 total_energy_ev=-52388.1754 lumo_ev=0.4874 orbital_gap_ev=10.29 multiplicity=1
C -0.36708 6.86022 1.78086
C 0.21769 5.47445 1.79153
C 0.41656 4.83224 3.22783
O -0.62903 4.65302 0.97554
H -1.37969 6.87578 2.05213
H -0.30883 7.22673 0.77137
H 0.15140 7.54786 2.35705
H 1.26498 5.58812 1.42409
H -0.56170 4.65578 3.74624
H 1.07420 5.55891 3.85495
H 0.91067 3.85805 3.03890
H -0.66759 5.09446 0.13215
C -3.58074 -1.84437 3.56432
C -3.81720 -1.36491 2.05631
C -5.23514 -1.30030 1.66539
O -3.26119 0.00640 2.09295
H -2.58976 -1.46270 3.83564
H -3.51754 -2.88607 3.70752
H -4.44865 -1.52462 4.27949
H -3.28828 -2.05513 1.38412
H -5.34536 -1.30023 0.55718
H -5.77561 -0.37335 2.00275
H -5.98872 -2.00442 1.94149
H -3.47152 0.58584 1.31404
O 3.55430 0.83649 -1.21601
C 4.27101 -0.39561 -1.04802
C 4.02125 -1.16048 -2.30831
O 4.45757 -2.45560 -2.19365
H 3.36877 1.14496 -0.34149
H 5.36039 -0.21475 -0.90323
H 3.82404 -0.95941 -0.21587
H 4.52744 -0.78042 -3.15407
H 2.94469 -1.06568 -2.55820
H 3.81661 -3.14558 -2.04980
O 0.56696 4.98728 -2.38984
C 0.90400 4.19803 -3.54287
C 1.95768 3.12170 -3.18920
O 1.22851 2.18318 -2.35111
H 0.45370 4.26957 -1.75387
H -0.01099 3.89675 -4.09481
H 1.41020 4.96915 -4.17821
H 2.66768 3.73209 -2.57515
H 2.46743 2.55499 -4.07531
H 1.79298 1.48597 -2.00125
O 0.26699 -4.22584 -2.55010
C 0.17415 -2.94261 -3.13870
C -0.47678 -1.98615 -2.22222
O 0.27427 -1.98704 -0.94975
H 0.98098 -4.19759 -1.87546
H 1.22778 -2.64130 -3.43524
H -0.41668 -3.08714 -4.05546
H -1.49493 -2.25303 -1.93852
H -0.61203 -0.96719 -2.60480
H -0.23841 -1.41335 -0.37322
O -0.05181 -3.09276 2.05523
C -0.00141 -4.48341 1.70486
C -1.39133 -4.91598 1.10424
O -1.84488 -4.13491 -0.03286
H -0.64496 -2.59100 1.44020
H 0.75590 -4.63848 0.94136
H 0.10890 -5.10319 2.57341
H -2.33200 -4.95714 1.87016
H -1.50369 -5.94690 0.68146
H -1.06721 -4.14825 -0.60657
O -2.60612 1.51472 -2.26925
C -2.21016 2.31793 -1.23109
C -3.44386 2.85253 -0.50321
O -4.35482 1.78363 -0.22156
H -2.71916 2.12555 -3.00456
H -1.69904 1.67313 -0.49604
H -1.49088 3.10441 -1.48252
H -4.01958 3.55113 -1.10557
H -3.17807 3.14225 0.53401
H -4.56316 1.36300 -0.98997
O 1.77974 0.58433 0.63807
C 0.83894 1.55790 1.09824
C -0.23563 0.82664 1.90191
O -0.76966 -0.19818 1.10591
H 1.28023 -0.24048 0.48572
H 1.46233 2.31217 1.59722
H 0.35200 2.12109 0.24664
H -1.08669 1.46091 2.21974
H 0.19819 0.47522 2.86686
H -1.58301 -0.33950 1.56442
C 4.14696 -5.55392 0.06739
C 3.53926 -4.24641 0.34628
O 2.62006 -3.83263 -0.71514
H 4.85924 -5.74441 0.89708
H 4.76396 -5.62497 -0.84770
H 3.49939 -6.41320 0.10672
H 4.40431 -3.51433 0.31066
H 3.01547 -4.19096 1.35796
H 2.10089 -3.05862 -0.47979